(1)
CH2IOP in the gas phase at a distorted geometry, computed with ωB97M-V/def2-TZVPD.

Calculated values
Orbital gap: 8.6 eV
LUMO energy: -0.042 Eh
HOMO energy: -9.70 eV
Relative energy (zero: lowest compared OMol25 entry of this formula, charge and spin): 19.85 kcal per mole

ORCA input file:
```
! wB97M-V def2-TZVPD RIJCOSX def2/J DEFGRID3
* xyz 0 1
C 0.0110 0.6223 0.1097
O -1.1006 -1.8605 -0.7027
P -0.2188 -1.1700 0.5502
I 2.0741 0.5077 -0.1354
H -0.2764 1.1443 0.9907
H -0.4893 0.7563 -0.8125
*
```


(2)
A molecular structure, CH2KNaO2 at a distorted geometry, computed with ωB97M-V/def2-TZVPD.

Calculated values
Orbital gap: 5.6 eV
LUMO energy: -0.027 Eh
HOMO energy: -6.38 eV
Relative energy (zero: lowest compared OMol25 entry of this formula, charge and spin): 12.12 kcal per mole

ORCA input file:
```
! wB97M-V def2-TZVPD RIJCOSX def2/J DEFGRID3
* xyz 0 1
O -2.4333 0.0790 0.0444
C -1.8908 0.8733 -0.8452
O -0.1090 0.3356 -0.8468
Na 1.7004 1.4114 -0.8179
K -0.5908 -1.4730 0.6405
H -1.8720 1.9748 -0.6494
H -2.1532 0.6336 -1.9044
*
```


What is the LUMO energy in the second record? -0.027 Eh